The following is a quantum chemistry calculation of the molecule C18H29ClN2O3S, from the OMol25 dataset.

Properties
Kohn-Sham gap = 9.1 eV
structure (SMILES) = CCOc1cc(C)c(Cl)cc1S(=O)(=O)NC1CC(C)(C)NC(C)(C)C1
relative energy (zero: lowest compared OMol25 entry of this formula, charge and spin) = 1.91 kcal/mol
LUMO energy = 0.625 eV

Positions of all 54 atoms, in Å:
H1 6.22150 -1.31657 -0.85688
C1 -4.48425 -3.24712 -0.31698
H2 -4.02029 -3.75346 0.52522
H3 1.85281 2.26615 -2.63472
Cl1 -2.62182 3.43037 0.87683
N1 0.90753 -0.40098 1.55085
H4 2.71793 3.41853 -0.63617
H5 -5.22930 -3.90142 -0.76133
H6 1.06593 -0.77900 2.47254
O1 0.45724 -1.99197 -0.42889
O2 -2.34641 -2.16395 -0.78346
H7 -2.93774 -3.81837 -1.70994
H8 -0.70345 1.37968 1.31079
N2 4.09919 0.31838 -1.10842
C2 3.46417 2.65570 -0.42708
H9 -3.84507 -2.37374 -2.20731
H10 1.06239 1.53412 -0.28790
H11 4.74502 1.04885 1.62472
H12 -4.45948 3.00053 -1.34561
H13 3.56120 2.09978 -3.05260
H14 5.46312 -2.36430 0.34614
C3 -2.50961 -0.87325 -0.45307
H15 4.72038 -2.15950 -1.24536
H16 -5.28878 2.51838 0.12431
C4 -1.50697 0.99146 0.70724
C5 4.44936 -0.46480 0.06270
H17 -4.97493 -2.34928 0.05125
H18 1.38082 -0.02815 -1.05761
C6 5.26934 -1.65626 -0.45503
C7 -3.41530 -2.90464 -1.34880
C8 2.12704 0.10025 0.92727
H19 -4.41144 -0.45014 -1.37084
C9 2.72028 1.61580 -2.56073
O3 -0.64800 -2.32689 1.75008
C10 -1.46698 -0.31844 0.29049
H20 3.55980 2.56401 0.65003
C11 1.80256 0.74367 -0.41509
C12 -3.64092 1.27329 -0.40260
H21 2.71665 -1.74483 0.05383
H22 2.51623 0.85728 1.62037
H23 -5.52795 1.58847 -1.36357
C13 3.16502 -0.99934 0.71080
S1 -0.13940 -1.43474 0.74881
H24 4.93430 0.68514 -1.54948
C14 -3.58954 -0.05815 -0.79252
C15 -4.80187 2.13970 -0.77326
C16 5.31131 0.28908 1.09546
C17 3.05419 1.32500 -1.08949
C18 -2.58776 1.78333 0.35423
H25 3.40889 -1.47667 1.66253
H26 4.41864 2.99316 -0.82750
H27 5.70666 -0.41000 1.82870
H28 2.50826 0.68402 -3.07659
H29 6.15081 0.77248 0.59866

=====

The following is a quantum chemistry calculation of a structure of composition C3H6N4O at a distorted geometry, from the OMol25 dataset.

Properties
Kohn-Sham gap = 8.6 eV
relative energy (zero: lowest compared OMol25 entry of this formula, charge and spin) = 153.23 kcal/mol
LUMO energy = 0.577 eV

Positions of all 14 atoms, in Å:
C1 0.16390 0.51758 1.37786
N1 -1.64929 0.02850 0.49044
H1 2.92217 -0.95647 -0.90727
H2 -2.63248 -0.40385 0.34972
O1 1.35791 0.49057 -0.82818
H3 0.72457 0.93829 2.32360
C2 2.16721 -0.72775 -0.14982
N2 -1.12067 0.39783 1.63962
H4 -0.20180 -0.69110 -2.37151
H5 2.75953 -0.27713 0.97904
C3 -0.83619 -0.05185 -0.63625
H6 1.33355 -1.75095 -0.00220
N3 0.27629 0.42276 -0.02099
N4 -1.04037 -0.73641 -1.72288

=====

The following is a quantum chemistry calculation of a structure of composition C52H124N4O12 at a distorted geometry, from the OMol25 dataset.

Properties
Kohn-Sham gap = 7.1 eV
relative energy (zero: lowest compared OMol25 entry of this formula, charge and spin) = 838.66 kcal/mol
LUMO energy = 0.372 eV

Positions of all 192 atoms, in Å:
H1 4.75737 -2.14800 4.16768
H2 -0.97136 4.48801 -0.52082
C1 -0.00010 -0.41216 0.01057
H3 0.27293 -0.19571 6.40227
C2 -0.33789 -0.83782 -2.86332
O1 -1.99619 1.62694 -3.22085
H4 2.94392 -0.34392 -0.21158
C3 -2.13300 -6.26472 -2.59446
C4 -3.97358 -3.49538 -0.60066
H5 6.61665 0.02483 0.78100
H6 2.15780 3.11494 -1.46272
C5 6.02866 0.87966 0.44690
H7 0.18331 -4.60147 0.40435
H8 -3.81367 3.16251 1.89859
O2 -5.15322 -2.80251 0.94547
C6 3.24210 -0.57892 3.89501
H9 1.40058 -1.62511 6.54021
H10 6.41956 -1.27505 -1.25249
C7 6.81467 1.34193 -1.84311
H11 -2.28785 6.10347 -3.67447
N1 -1.64760 -3.65363 -1.23110
H12 5.30618 1.15074 2.43974
H13 1.69644 3.13540 0.20380
H14 -0.44121 4.22883 1.19081
H15 1.75485 2.95874 -2.51029
H16 -3.52918 -0.89862 2.99076
H17 2.85575 -3.26185 1.54148
H18 -4.40772 2.47788 0.40355
H19 -2.65019 3.92478 -0.92068
H20 -3.60397 0.83617 4.58025
H21 4.21847 0.60698 5.31050
H22 4.38222 -0.04506 1.54806
H23 -0.00025 5.78655 -3.05193
H24 0.71453 3.81625 3.37896
H25 -2.51022 0.06530 -3.05705
O3 -2.65776 1.79001 0.92983
H26 3.01469 0.32191 1.93736
C8 -0.32306 4.43248 -1.39531
H27 3.21577 3.83981 -0.30588
O4 -3.15901 1.52567 -0.94690
C9 -1.68099 3.90648 -4.89169
C10 -2.30112 3.91996 -3.46091
H28 -0.15264 -6.55728 -2.27004
H29 0.48764 -3.36346 5.07815
H30 -1.39482 -2.16453 -0.06012
H31 -0.67575 0.16677 -2.60885
O5 -1.38289 -2.33822 -1.00420
H32 4.35194 -1.86463 2.50934
H33 -3.55014 4.97649 0.09385
H34 4.52695 2.60800 -2.73206
H35 -3.26997 -2.23654 -3.04957
H36 0.69771 2.10816 -0.46744
H37 -2.59999 2.03325 -1.53973
H38 -4.32273 4.54398 -4.07191
O6 1.93018 -1.94807 -0.50773
H39 1.23980 2.27594 2.77420
H40 3.85037 -2.65564 -0.60066
C11 2.18994 0.40185 6.05175
H41 2.42135 0.71240 7.07062
H42 -2.23527 4.60953 -5.51344
H43 -0.63956 6.51846 -1.74430
C12 -2.88929 4.11028 0.12647
H44 -5.63574 -0.73839 0.78970
C13 -0.45610 -4.49459 -1.68233
C14 0.93645 3.27448 2.45955
H45 -0.69210 1.13313 1.37261
H46 3.78480 -0.99506 5.91392
N2 4.39042 1.55944 -1.30180
H47 -4.49794 -3.30533 1.43474
H48 5.47997 -0.86272 3.41716
H49 -3.98966 2.83308 -4.43152
C15 -3.15467 -0.41221 -2.31896
H50 4.36944 2.81986 1.25496
H51 1.65313 -4.28752 0.86476
H52 -2.31972 -7.33795 -2.63203
C16 0.18436 -4.02565 -2.98334
H53 0.58846 -3.01750 -2.89140
H54 -4.63440 1.25090 -2.30418
H55 -2.06724 0.03025 2.79430
H56 -4.43383 3.32011 -2.80101
C17 -0.01971 -2.49908 4.64974
H57 6.64707 1.76762 0.57793
C18 -4.95593 -1.43440 1.28116
C19 -2.57788 -0.65963 3.46617
C20 2.28385 0.52041 -0.28472
C21 -0.23924 3.19694 1.47808
H58 0.31655 0.76855 3.92264
N3 -1.73391 2.86659 -2.58999
H59 -3.80794 -1.10803 -2.84542
O7 1.85994 -2.01901 2.45257
H60 1.79857 3.84107 2.10765
C22 -3.42831 -3.31492 -3.03895
H61 6.70156 1.03156 -2.88185
C23 2.65124 -3.89223 0.67608
H62 -1.57741 2.89986 -5.29679
C24 4.91654 0.90023 1.45306
C25 -3.52699 2.91127 0.87742
H63 -2.06944 -5.87986 -3.61227
H64 3.06835 1.91499 1.88949
C26 0.60395 -4.40618 -0.58207
H65 -4.11481 -5.77832 -2.35619
H66 0.90439 -3.36077 -0.51179
H67 -1.33839 1.58041 -3.91851
H68 4.88706 -0.83589 -2.21115
H69 -2.51915 -1.02573 -1.68035
C27 -3.99401 0.65711 -1.65193
O8 -1.34717 2.69648 2.15629
H70 -0.27970 -0.54091 2.84877
H71 4.90361 -1.27398 -0.46126
C28 -0.92789 -5.98547 -1.76000
H72 -3.58141 -3.78920 0.37299
H73 -1.67200 -0.27595 1.44918
H74 1.74147 0.42009 -1.22486
C29 -3.56664 -0.94953 0.85672
H75 -2.86780 -0.99947 6.47864
H76 -0.37573 -1.10091 -0.74615
H77 0.79810 -0.01044 -4.40405
C30 4.50915 -1.35638 3.46070
H78 -0.56156 1.05666 -1.32279
C31 -0.17287 -0.20446 3.88002
O9 0.99591 -1.02238 0.80803
H79 -2.02754 4.43288 0.71076
C32 2.55245 2.98779 -0.45465
O10 -3.48733 -0.74590 5.79052
H80 -1.75944 0.81842 0.05818
H81 0.51223 -1.75104 -4.62606
H82 3.33626 -4.73812 0.61850
C33 -1.08306 0.32414 0.75553
C34 -0.40497 3.07826 -2.05709
H83 -2.14698 2.56915 1.64084
H84 -0.55389 -4.02446 -3.78527
H85 -0.96520 2.18394 -0.13938
C35 -3.20794 -5.50874 -1.81488
H86 0.75336 2.05909 -3.62244
H87 0.48708 0.34026 -0.60963
C36 0.06719 -0.81197 -4.29714
H88 7.78811 1.08124 -1.42773
H89 -4.60800 0.18343 -0.88594
H90 -3.38382 0.06491 1.21110
H91 -4.46792 -3.48956 -3.31614
H92 -2.02674 -1.59336 3.57790
C37 1.13834 -0.71845 5.99496
H93 -1.05328 -6.35991 -0.74405
H94 1.89545 1.31278 5.53063
C38 -2.96474 -3.97421 -1.71411
C39 3.14830 0.68018 2.95809
H95 -4.00971 -2.40611 -0.61733
H96 2.05611 -1.52545 -1.36045
C40 -0.26920 2.04445 -0.96657
C41 5.44364 -0.79011 -1.27510
H97 -0.83103 -2.43836 5.37513
H98 -1.83697 -0.94267 -4.99848
C42 0.79154 -1.18042 4.52857
H99 1.59804 0.64142 0.55380
H100 2.65637 -3.57428 -1.44273
H101 -2.92503 5.49832 -2.16138
H102 -3.62218 -0.92789 -0.23165
H103 -3.41662 -5.98036 -0.85462
H104 0.68172 4.69649 -1.06544
H105 -2.73639 1.34585 0.08239
C43 2.83028 -3.02992 -0.51454
C44 -3.88043 3.62406 -3.68954
H106 0.47001 -1.09004 -2.17647
C45 0.76978 2.93687 -2.97643
H107 -1.18429 -1.51441 -2.74526
O11 -1.02007 -0.48592 -5.21209
H108 0.95307 -4.70004 -3.36068
H109 -2.87310 -1.69640 1.24307
H110 1.59261 -1.49934 0.22662
C46 -0.75553 5.58361 -2.29268
C47 -2.14462 5.34344 -2.90640
C48 3.82376 1.88842 1.10415
C49 3.42868 -0.14389 5.33358
H111 -4.95101 -3.97389 -0.66208
N4 2.00168 -1.39925 3.71504
C50 3.33004 1.68097 -0.28770
H112 -0.36818 -2.85423 3.67992
H113 -0.68755 4.35111 -4.95079
H114 0.86395 3.78309 -3.65698
H115 -5.07367 -1.29090 2.35524
H116 1.48545 -5.01708 -0.77663
H117 -2.80723 -3.61054 -3.88450
H118 2.21631 1.17694 3.22775
H119 6.83513 2.42659 -1.94876
C51 5.61734 0.72035 -1.00697
H120 -2.06795 0.61866 5.18876
H121 0.10448 2.61493 0.62297
H122 3.95938 1.40298 2.86974
O12 4.13392 1.73858 -2.62612
H123 1.48442 -1.36323 1.86052
C52 -2.89431 0.03433 4.78406
H124 -1.14781 -0.13154 4.36196

=====

The following is a quantum chemistry calculation of a cluster of 10 separate species, H20O10 in total at a distorted geometry, from the OMol25 dataset.

Properties
Kohn-Sham gap = 9.7 eV
structure (SMILES) = O.O.O.O.O.O.O.O.O.O
relative energy (zero: lowest compared OMol25 entry of this formula, charge and spin) = 121.11 kcal/mol
LUMO energy = -0.670 eV

Positions of all 30 atoms, in Å:
H1 1.50903 -3.38873 -1.55733
O1 -0.33797 0.59427 -0.46433
H2 -1.82397 -1.24173 -0.28533
O2 -1.28297 -2.28373 1.98767
O3 1.07903 -2.62373 -1.09533
H3 -1.61397 2.33127 -0.71533
O4 -1.20897 1.17427 3.02567
H4 1.88703 1.59327 1.47167
H5 -1.39097 -0.73673 -2.50333
O5 -1.99197 -1.89573 -1.03333
O6 0.94003 -0.92573 1.38567
H6 -2.38797 -0.09173 -3.56133
H7 -1.82797 -1.53373 2.35667
H8 -0.76497 1.55627 2.27967
H9 -1.02197 3.55127 0.12067
H10 -0.52397 -1.64173 1.75467
H11 1.13503 -1.56173 2.19267
H12 2.92903 2.78827 0.96167
H13 1.40703 -1.34873 0.78467
O7 -1.35297 -0.28573 -3.47433
H14 0.59903 0.82727 -0.86033
H15 1.08203 -1.76073 -1.65733
H16 -0.09497 -0.02073 0.38467
H17 2.20403 0.12027 -2.17633
H18 3.02003 0.77027 -1.33033
O8 -1.67897 3.28727 -0.58933
O9 2.34203 2.50827 1.75367
H19 -1.05897 -2.32473 -0.81033
O10 2.14003 0.81127 -1.52733
H20 -1.90997 1.75227 3.18167

=====

The following is a quantum chemistry calculation of the ion C2H2NO3S with charge -1 at a distorted geometry, from the OMol25 dataset.

Properties
Kohn-Sham gap (alpha / beta) = 6.9 / 7.3 eV
relative energy (zero: lowest compared OMol25 entry of this formula, charge and spin) = 70.71 kcal/mol
LUMO energy (alpha / beta) = 3.392 / 3.566 eV
net charge = -1

Positions of all 9 atoms, in Å:
O1 -1.61465 0.20022 1.37074
O2 2.91308 -1.22243 -0.72062
O3 -0.46568 2.00536 -0.62590
S1 2.05402 -0.68125 0.43022
N1 1.12815 0.48060 0.08360
H1 -0.83552 -1.30576 0.13761
H2 -1.97575 -0.18972 -0.68155
C1 0.03980 0.96818 -0.23268
C2 -1.24344 -0.25519 0.23857